No. 1
This record from the Open Molecules 2025 dataset describes a single C5H8O2 molecule. The level of theory is the ωB97M-V functional and the def2-TZVPD basis.

```
! wB97M-V def2-TZVPD RIJCOSX def2/J DEFGRID3
* xyz 0 1
O -0.624 -1.092 -2.386
C 0.461 -1.299 -1.511
C 0.711 -0.089 -0.622
C -0.344 0.135 0.420
O -1.628 -0.101 -0.007
C -0.064 0.592 1.618
C 0.250 1.542 2.459
H -1.370 -0.819 -1.834
H 1.341 -1.477 -2.135
H 0.314 -2.186 -0.877
H 0.732 0.807 -1.257
H 1.679 -0.153 -0.117
H 0.277 2.549 2.047
H -2.231 0.179 0.697
H 0.497 1.413 3.506
*
```

Computed properties:
SMILES string: C=C=C(O)CCO
Energy relative to the best compared isomer or geometry (same formula, charge and spin), kJ/mol: 231.7
E_LUMO, eV: 0.62
Electronic energy, eV: -9407.431
Orbital gap, eV: 9.6

Atom charges from the natural (NBO) analysis, given in e for atoms 1 to 5: atom 1 (O): -0.72, atom 2 (C): -0.06, atom 3 (C): -0.47, atom 4 (C): 0.27, atom 5 (O): -0.70

***

No. 2
This record from the Open Molecules 2025 dataset describes a molecular structure, C17H26F6NOPSn. The level of theory is the ωB97M-V functional and the def2-TZVPD basis.

```
! wB97M-V def2-TZVPD RIJCOSX def2/J DEFGRID3
* xyz 2 1
C 0.524 3.624 -3.391
C -0.763 3.157 -3.158
C -0.974 1.942 -2.467
C 0.112 1.173 -2.024
C 1.405 1.690 -2.269
C 1.628 2.911 -2.934
C -2.413 1.579 -2.254
C -2.813 0.249 -1.608
N -1.981 -0.922 -1.958
Sn -0.129 -0.997 -1.269
C 2.654 0.945 -1.824
P 2.434 -0.838 -1.409
H -1.619 3.731 -3.528
H 2.657 3.279 -3.092
H 0.690 4.543 -3.936
H 3.101 1.408 -0.918
H 3.467 1.002 -2.575
H -2.886 2.371 -1.632
H -2.944 1.662 -3.216
H -2.866 0.350 -0.513
C 3.398 -1.140 0.095
C 2.946 -1.803 -2.858
H -3.806 -0.057 -1.953
C -1.818 -1.062 -3.465
C -2.683 -2.107 -1.323
H -0.518 0.029 1.979
H -2.437 -1.916 -3.782
H -2.128 -0.123 -3.954
H -0.764 -1.295 -3.751
H -3.618 -2.239 -1.889
H -2.021 -3.000 -1.358
H -2.883 -1.815 -0.271
H 4.033 -1.916 -2.956
H 2.517 -2.809 -2.785
H 2.549 -1.376 -3.789
H 4.407 -0.705 0.057
H 2.867 -0.719 0.964
H 3.492 -2.222 0.273
H 0.421 -2.575 -2.287
C 1.178 2.628 2.028
C -0.050 1.786 2.191
O -0.134 0.644 1.298
C 0.039 1.050 3.589
F 0.005 1.861 4.647
F -0.918 0.069 3.760
F 1.224 0.329 3.594
C -1.302 2.685 1.863
F -1.524 3.606 2.839
F -1.059 3.388 0.698
F -2.451 1.992 1.654
H 2.045 2.016 2.297
H 1.005 3.452 2.724
H 1.239 2.953 0.988
*
```

Computed properties:
E_LUMO, eV: -9.58
Electronic energy, eV: -52994.910
Orbital gap, eV: 5.4

Atom charges from the natural (NBO) analysis, given in e for atoms 1 to 5: atom 1 (C): -0.14, atom 2 (C): -0.22, atom 3 (C): 0.07, atom 4 (C): -0.46, atom 5 (C): -0.05

***

No. 3
This record from the Open Molecules 2025 dataset describes a single C11H14N2O4 molecule. The level of theory is the ωB97M-V functional and the def2-TZVPD basis.

```
! wB97M-V def2-TZVPD RIJCOSX def2/J DEFGRID3
* xyz 0 1
C -0.369 2.843 2.317
C 0.735 2.244 1.287
C -0.620 0.242 1.118
C 0.060 -1.030 1.771
C -1.547 -0.334 -0.184
C -0.621 -0.967 -1.127
C 0.111 -0.224 -2.010
C -0.276 -2.346 -1.143
C 1.086 -0.597 -2.846
C 0.815 -2.868 -1.795
C 1.486 -2.057 -2.822
H -2.306 3.353 1.809
H -1.354 4.643 1.310
H 0.340 3.456 2.780
H -0.858 2.190 3.154
H 1.363 0.671 0.351
H -1.202 0.647 1.882
H -1.828 0.683 -0.582
H -2.324 -1.053 0.109
H -0.177 0.825 -1.979
H -0.723 -3.064 -0.445
H 1.584 0.191 -3.387
H 1.204 -3.878 -1.571
H 2.194 -2.972 -4.383
H -0.411 -2.810 2.131
N -1.469 3.841 1.970
N 0.470 1.103 0.686
O 1.899 2.715 1.122
O 1.190 -1.013 2.143
O 2.467 -2.408 -3.703
O -0.920 -2.026 2.034
*
```

Computed properties:
SMILES string: NCC(=O)N[C@@H](Cc1ccc(O)cc1)C(=O)O
Energy relative to the best compared isomer or geometry (same formula, charge and spin), kJ/mol: 315.6
E_LUMO, eV: 0.50
Electronic energy, eV: -22801.956
Orbital gap, eV: 9.2

Atom charges from the natural (NBO) analysis, given in e for atoms 1 to 5: atom 1 (C): -0.34, atom 2 (C): 0.67, atom 3 (C): -0.13, atom 4 (C): 0.79, atom 5 (C): -0.41

***

No. 4
This record from the Open Molecules 2025 dataset describes a molecular structure, C2H9N4P. The level of theory is the ωB97M-V functional and the def2-TZVPD basis.

```
! wB97M-V def2-TZVPD RIJCOSX def2/J DEFGRID3
* xyz 0 1
C -0.773 -1.085 1.084
C -0.962 -1.033 -0.449
N 2.539 0.474 0.320
N 0.273 -0.130 1.362
N 0.443 -1.167 -0.823
N -0.479 2.200 -1.314
P 1.088 0.160 0.052
H -1.710 -0.755 1.558
H -0.473 -2.148 1.424
H -1.375 -1.906 -0.787
H -1.271 0.038 -0.576
H 3.210 0.491 -0.455
H 0.090 0.584 2.059
H 0.446 -0.987 -1.805
H -1.121 2.248 -0.546
H 0.075 3.017 -1.104
*
```

Computed properties:
Energy relative to the best compared isomer or geometry (same formula, charge and spin), kJ/mol: 322.8
E_LUMO (spin up / spin down), eV: -0.03 / -0.08
Electronic energy, eV: -17465.841
Orbital gap (spin up / spin down), eV: 8.7 / 7.3

Atom charges from the natural (NBO) analysis, given in e for atoms 1 to 5: atom 1 (C): -0.22, atom 2 (C): -0.27, atom 3 (N): -1.24, atom 4 (N): -0.99, atom 5 (N): -0.91

***

No. 5
This record from the Open Molecules 2025 dataset describes a single C6H8F2 molecule. The level of theory is the ωB97M-V functional and the def2-TZVPD basis.

```
! wB97M-V def2-TZVPD RIJCOSX def2/J DEFGRID3
* xyz 0 1
C -2.534 -0.297 0.096
C -1.151 0.344 -0.117
C -0.035 -0.433 -0.111
C 1.359 -0.013 -0.036
C 1.821 1.407 -0.011
C 2.291 -1.009 0.106
H -2.483 -1.396 0.267
H -2.775 0.221 0.994
H -3.312 -0.158 -0.685
H 2.131 1.573 1.021
H 2.722 1.746 -0.580
H 0.998 2.048 -0.275
H 3.357 -0.665 0.211
H 2.041 -1.977 -0.196
F -1.114 1.657 0.002
F -0.351 -1.811 -0.037
*
```

Computed properties:
SMILES string: C=C(C)/C(F)=C(/C)F
Energy relative to the best compared isomer or geometry (same formula, charge and spin), kJ/mol: 125.0
E_LUMO, eV: 0.80
Electronic energy, eV: -11784.582
Orbital gap, eV: 9.2

Atom charges from the natural (NBO) analysis, given in e for atoms 1 to 5: atom 1 (C): -0.68, atom 2 (C): 0.37, atom 3 (C): 0.27, atom 4 (C): -0.07, atom 5 (C): -0.65

***

No. 6
This record from the Open Molecules 2025 dataset describes a single C4H7NO molecule. The level of theory is the ωB97M-V functional and the def2-TZVPD basis.

```
! wB97M-V def2-TZVPD RIJCOSX def2/J DEFGRID3
* xyz 0 1
O -1.059 -0.467 1.758
C -0.690 0.473 0.655
C 0.811 0.391 0.669
C 0.875 0.095 -0.803
N 0.038 -1.088 -1.026
C -0.594 0.241 -0.974
H -1.384 -1.318 1.471
H -1.028 1.301 1.252
H 0.957 -0.474 1.299
H 1.265 1.297 1.062
H 1.697 0.307 -1.476
H 0.163 -1.394 -1.990
H -1.052 0.635 -1.897
*
```

Computed properties:
SMILES string: O[C@H]1C[C@H]2N[C@@H]12
Energy relative to the best compared isomer or geometry (same formula, charge and spin), kJ/mol: 404.8
E_LUMO, eV: 1.02
Electronic energy, eV: -7795.449
Orbital gap, eV: 10.4

Atom charges from the natural (NBO) analysis, given in e for atoms 1 to 5: atom 1 (O): -0.75, atom 2 (C): 0.08, atom 3 (C): -0.45, atom 4 (C): -0.10, atom 5 (N): -0.61

***

Repeat the third record exactly.
This record from the Open Molecules 2025 dataset describes a single C11H14N2O4 molecule. The level of theory is the ωB97M-V functional and the def2-TZVPD basis.

```
! wB97M-V def2-TZVPD RIJCOSX def2/J DEFGRID3
* xyz 0 1
C -0.369 2.843 2.317
C 0.735 2.244 1.287
C -0.620 0.242 1.118
C 0.060 -1.030 1.771
C -1.547 -0.334 -0.184
C -0.621 -0.967 -1.127
C 0.111 -0.224 -2.010
C -0.276 -2.346 -1.143
C 1.086 -0.597 -2.846
C 0.815 -2.868 -1.795
C 1.486 -2.057 -2.822
H -2.306 3.353 1.809
H -1.354 4.643 1.310
H 0.340 3.456 2.780
H -0.858 2.190 3.154
H 1.363 0.671 0.351
H -1.202 0.647 1.882
H -1.828 0.683 -0.582
H -2.324 -1.053 0.109
H -0.177 0.825 -1.979
H -0.723 -3.064 -0.445
H 1.584 0.191 -3.387
H 1.204 -3.878 -1.571
H 2.194 -2.972 -4.383
H -0.411 -2.810 2.131
N -1.469 3.841 1.970
N 0.470 1.103 0.686
O 1.899 2.715 1.122
O 1.190 -1.013 2.143
O 2.467 -2.408 -3.703
O -0.920 -2.026 2.034
*
```

Computed properties:
SMILES string: NCC(=O)N[C@@H](Cc1ccc(O)cc1)C(=O)O
Energy relative to the best compared isomer or geometry (same formula, charge and spin), kJ/mol: 315.6
E_LUMO, eV: 0.50
Electronic energy, eV: -22801.956
Orbital gap, eV: 9.2

Atom charges from the natural (NBO) analysis, given in e for atoms 1 to 5: atom 1 (C): -0.34, atom 2 (C): 0.67, atom 3 (C): -0.13, atom 4 (C): 0.79, atom 5 (C): -0.41